Record 1
Below is a molecular structure, C20H46O2P4Re in a non-equilibrium geometry, with properties calculated with ωB97M-V/def2-TZVPD.

```
73
Properties=species:S:1:pos:R:3:forces:R:3:lowdin_charge:R:1
Re -0.149 -0.724 0.676 5.4 0.8 2.0 0.9769
P -1.026 -2.821 1.194 -2.4 -3.1 1.4 0.7407
P 0.927 -1.094 -1.351 1.0 -2.3 -3.7 0.6748
P -2.078 -0.035 -0.250 -4.4 1.1 -1.7 0.6569
P 2.638 -1.227 2.816 1.6 -0.4 1.3 0.6058
O 1.636 -1.358 1.664 -1.8 0.7 -1.4 -0.5384
O 0.332 3.274 -4.175 -0.5 2.7 -0.4 0.1162
C 0.008 -1.674 -2.849 0.2 0.2 0.2 -0.2098
C -1.060 4.647 -2.958 -1.0 1.0 1.9 0.0245
C 4.039 -2.244 2.461 0.1 -0.1 -0.2 -0.1375
C -1.345 -4.024 -0.180 0.4 0.7 -0.4 -0.1950
C -3.152 -1.177 -1.231 0.4 0.0 -0.1 -0.1938
C 0.398 6.948 -3.575 0.7 -0.9 -1.4 0.0307
C -0.170 1.153 1.820 -1.6 -1.6 2.2 -0.1764
C 1.710 0.469 -1.904 -0.2 0.2 0.7 -0.1977
C -0.069 -3.929 2.317 0.8 0.6 0.0 -0.1954
C 2.318 -2.286 -1.295 0.2 0.2 0.2 -0.2100
C -2.639 -2.891 2.084 0.2 0.4 -0.1 -0.2059
C -1.809 1.376 -1.393 0.1 0.0 0.1 -0.2360
C -3.360 0.659 0.878 0.2 0.0 0.1 -0.1947
C -0.787 0.072 2.607 0.1 1.8 1.0 -0.2553
C 3.213 0.445 2.985 -0.2 0.3 -0.1 -0.1419
C 0.615 5.777 -4.334 0.2 1.7 0.6 0.0852
C -0.489 6.962 -2.487 -0.3 -0.2 0.3 0.0639
C -1.236 5.792 -2.187 -0.1 -1.3 -0.8 0.0208
C 2.018 -1.805 4.386 -0.2 -0.2 0.0 -0.1360
C -0.041 4.594 -3.916 1.1 -2.5 -0.3 -0.1856
H -1.612 3.729 -2.757 0.1 0.3 0.0 0.1080
H -3.625 -1.940 -0.602 0.1 0.3 -0.1 0.0526
H -3.464 -2.453 1.519 0.1 0.0 0.0 0.0377
H -1.932 5.779 -1.357 -0.1 0.1 -0.1 0.1304
H 0.091 -3.449 3.284 -0.1 0.0 -0.1 0.0391
H 1.908 -2.901 4.317 0.0 0.5 0.2 0.0721
H -2.951 1.485 1.463 -0.2 0.0 -0.1 0.0587
H 3.731 -3.293 2.441 0.1 0.1 -0.1 0.0805
H -2.797 1.782 -1.646 0.2 -0.1 0.0 0.0783
H 1.299 5.803 -5.180 0.0 -0.1 0.2 0.1483
H 4.779 -2.103 3.255 0.0 -0.1 -0.1 0.0944
H 2.406 1.047 3.426 0.4 0.1 -0.1 0.0635
H 0.743 -1.784 -3.666 -0.4 0.0 0.3 0.0811
H -0.787 1.957 1.395 0.1 -0.6 0.0 0.0679
H 0.969 1.266 -2.014 0.2 -0.1 -0.1 0.0241
H -2.054 -3.628 -0.914 0.2 -0.1 0.2 0.0358
H -4.194 1.028 0.265 0.3 -0.1 0.1 0.0847
H 4.104 0.503 3.633 -0.4 -0.1 -0.3 0.1014
H 0.841 1.490 2.105 -0.3 -0.6 -0.5 0.0687
H 2.215 0.296 -2.863 -0.1 -0.1 0.2 0.0867
H 2.441 0.771 -1.147 0.0 0.1 -0.2 0.0594
H 1.959 -3.278 -0.991 0.1 0.2 -0.1 0.0585
H 1.002 3.179 -4.885 -0.3 0.4 0.3 0.1583
H 2.795 -2.362 -2.289 -0.3 0.1 0.4 0.0864
H -0.461 -2.648 -2.645 0.2 0.3 -0.1 0.0502
H -0.760 -0.946 -3.140 0.2 -0.2 0.0 0.0380
H -0.617 7.862 -1.878 0.1 -0.3 -0.3 0.1527
H -1.288 1.081 -2.309 -0.2 0.0 0.1 0.0373
H 2.737 -1.570 5.190 -0.2 -0.1 -0.3 0.1034
H 4.475 -1.952 1.503 0.1 -0.1 0.1 0.0716
H -2.887 -3.939 2.292 0.1 0.2 -0.1 0.0822
H 0.936 7.873 -3.815 -0.2 -0.5 -0.1 0.1498
H -3.743 -0.103 1.567 0.1 0.1 -0.2 0.0616
H 1.064 -1.319 4.608 0.1 -0.2 0.2 0.0525
H 3.461 0.778 1.967 0.1 0.2 0.4 0.0743
H -2.556 -2.371 3.042 0.0 0.0 -0.1 0.0641
H -1.220 2.150 -0.890 -0.1 0.0 -0.1 0.0452
H -1.768 -4.941 0.250 0.1 0.3 0.1 0.0865
H -0.408 -4.283 -0.688 -0.2 0.0 0.1 0.0534
H -1.859 0.065 2.800 0.3 0.1 -0.1 0.0512
H -2.596 -1.674 -2.034 -0.2 0.1 0.2 0.0360
H -0.612 -4.868 2.490 -0.2 0.4 -0.3 0.0895
H -3.944 -0.561 -1.679 0.2 -0.1 0.1 0.0841
H 3.058 -1.941 -0.559 -0.2 -0.2 -0.3 0.0391
H -0.223 -0.323 3.464 -0.2 0.1 -0.6 0.0525
H 0.902 -4.176 1.870 -0.1 0.1 0.1 0.0613
```
Forces are in eV/Å.

## Properties
- net charge = +4
- energy relative to the best compared isomer or geometry (same formula, charge and spin) (kJ/mol) = 7.0
- E_tot (eV) = -64827.5928
- multiplicity = 4


Record 2
Below is 2 unconnected molecules or ions with the total composition C20H47BClO6P2 in a non-equilibrium geometry, with properties calculated with ωB97M-V/def2-TZVPD.

```
77
Properties=species:S:1:pos:R:3:forces:R:3:lowdin_charge:R:1
Cl -3.537 -4.053 -0.159 0.4 -0.2 -0.2 0.5827
P -0.086 2.934 0.502 0.5 0.5 0.4 1.0057
P 1.366 -5.229 -1.834 -1.5 -2.2 0.2 0.5618
O -0.189 -4.645 -1.949 2.8 0.0 0.4 -0.1937
O 1.914 -5.350 -3.396 -0.7 1.3 2.3 -0.0978
O 2.211 -4.097 -0.969 -0.3 -2.2 -1.6 0.0316
O 1.326 -6.610 -1.242 0.4 2.3 -0.7 -0.2468
O 4.622 -3.826 -0.725 -1.9 -0.4 0.3 0.1400
O 3.589 -5.688 0.412 -0.6 0.9 -1.5 0.0195
C 0.927 4.089 1.463 0.1 0.1 0.5 -0.2703
C 2.861 5.804 -0.278 0.0 0.1 0.0 -0.0978
C -1.779 3.491 0.637 -0.9 0.4 -0.3 -0.2629
C -2.584 -6.612 -0.517 -0.4 0.2 -0.3 -0.1255
C -4.090 1.989 2.412 0.1 -0.1 0.0 -0.0985
C -2.396 -0.979 1.594 -0.2 0.1 0.0 -0.1148
C 1.420 6.215 -0.004 0.0 0.0 -0.1 -0.2605
C -0.854 -4.664 -0.682 -2.0 0.4 0.9 -0.2631
C -0.158 -0.012 0.851 0.0 -0.2 -0.7 -0.2154
C -0.143 2.335 -2.350 -0.1 -0.4 -0.3 -0.2131
C 4.360 -6.715 -0.267 0.3 -0.2 -0.5 -0.0485
C 0.206 0.854 -2.486 -0.1 -0.2 0.1 -0.2487
C 0.309 1.380 1.291 0.4 -1.0 0.7 -0.2588
C -1.645 -0.198 0.522 -0.1 -0.4 0.1 -0.2533
C -2.763 2.589 2.863 -0.2 0.0 0.0 -0.2520
C -2.337 3.801 2.034 0.3 -0.2 0.5 -0.2226
C 0.481 3.102 -1.181 0.0 0.2 -1.0 -0.2667
C -2.331 -5.143 -0.971 0.6 -1.0 0.0 -0.6627
C 0.801 5.603 1.257 -0.1 0.3 -0.2 -0.2247
C 1.678 0.510 -2.286 -0.1 0.0 0.0 -0.0966
B 3.443 -4.580 -0.425 1.8 0.1 0.8 -0.7200
H 0.672 3.890 2.509 0.0 -0.1 -0.1 0.1011
H -4.901 2.709 2.536 0.0 0.0 0.0 0.0829
H 1.278 6.082 2.116 0.0 -0.1 0.0 0.1232
H -2.041 -2.010 1.634 0.0 0.0 0.0 0.0552
H 1.389 7.302 0.102 -0.1 -0.1 0.1 0.1160
H 1.569 3.009 -1.202 0.0 -0.1 0.2 0.0965
H -0.945 -3.651 -0.219 0.4 -0.5 -0.7 0.0944
H -1.988 1.820 2.857 0.0 0.0 0.0 0.0768
H -3.660 -6.871 -0.631 0.7 0.3 0.1 0.0755
H 0.282 4.149 -1.423 0.1 0.1 0.3 0.0865
H -2.306 -6.774 0.543 -0.1 0.2 -0.6 0.0845
H 3.982 -6.819 -1.311 0.1 -0.3 0.7 0.0885
H 3.204 6.246 -1.214 0.0 0.0 0.1 0.0821
H -2.451 2.821 0.097 0.1 -0.1 0.0 0.0894
H -1.232 2.443 -2.323 0.0 0.0 0.0 0.1126
H -1.594 4.366 2.603 0.0 0.1 -0.1 0.0982
H 4.720 -3.211 0.012 0.5 0.1 -0.1 0.1037
H -2.274 -0.537 2.585 0.0 0.0 0.0 0.0708
H -2.020 -7.310 -1.169 -0.1 0.5 0.5 0.0897
H -4.066 1.686 1.363 0.0 0.0 0.0 0.0646
H -1.815 4.428 0.069 0.2 -0.1 -0.1 0.1083
H -3.463 -1.012 1.361 0.1 -0.1 0.1 0.0748
H 0.186 2.831 -3.268 0.0 0.1 0.2 0.1222
H -0.094 0.519 -3.483 0.0 0.1 0.1 0.1193
H -2.870 2.903 3.905 0.1 0.0 0.0 0.1175
H -2.136 0.758 0.341 0.0 0.1 0.0 0.0720
H 0.131 -0.718 1.635 0.0 0.2 0.1 0.1223
H 1.817 -0.571 -2.320 0.1 0.0 -0.1 0.0795
H -1.736 -0.767 -0.407 0.0 0.1 0.0 0.1020
H 0.800 6.001 -0.878 0.0 0.0 0.0 0.0873
H 0.063 1.496 2.352 -0.1 0.3 -0.1 0.0979
H 2.055 0.849 -1.318 0.0 0.0 0.0 0.0556
H -3.199 4.463 1.921 0.1 0.0 -0.1 0.1246
H 0.438 -0.320 -0.009 0.0 0.1 0.0 0.0820
H 1.407 1.340 1.280 0.0 0.3 0.0 0.1085
H -2.494 -5.063 -2.067 0.0 0.1 0.8 0.1084
H -0.253 5.895 1.298 0.0 0.0 0.1 0.1031
H 4.222 -7.671 0.277 0.1 0.7 -0.4 0.1089
H -4.329 1.109 3.010 0.0 0.0 -0.1 0.0786
H 2.975 4.722 -0.374 0.0 0.0 0.0 0.0518
H -0.376 -5.312 0.082 -0.1 0.1 -0.7 0.1243
H 3.523 6.149 0.518 0.0 -0.1 0.0 0.0857
H 1.972 3.778 1.368 -0.1 -0.1 -0.1 0.1003
H 1.619 -6.238 -3.648 0.1 -0.1 -0.1 0.0882
H 5.434 -6.435 -0.356 -0.7 -0.2 0.4 0.1014
H -0.411 0.274 -1.799 0.0 0.0 0.0 0.0705
H 2.295 0.956 -3.068 0.0 0.0 0.1 0.0864
```
Forces are in eV/Å.

## Properties
- net charge = +1
- E_tot (eV) = -65564.3946


Record 3
Below is 7 unconnected molecules or ions with the total composition C20H47N6O7 in a non-equilibrium geometry, with properties calculated with ωB97M-V/def2-TZVPD.

```
80
Properties=species:S:1:pos:R:3:forces:R:3:lowdin_charge:R:1
O 6.559 -2.195 -1.746 0.1 -0.1 0.0 -0.0020
O 1.176 3.642 3.256 0.1 -0.1 -0.1 -0.0115
O -4.566 -1.844 0.024 -0.4 -0.3 -0.1 0.0223
O -0.478 -0.322 -1.435 0.1 -0.2 0.1 -0.2840
O -2.278 0.342 -4.228 -0.1 -0.4 -0.7 0.0592
O -4.968 1.314 3.610 -0.2 -0.3 0.3 -0.0056
O -0.504 -2.410 -4.278 0.0 -0.4 -0.2 0.0264
N -3.999 -2.465 2.137 0.4 -0.4 0.1 -0.2075
N 1.763 -2.376 -4.504 0.4 0.1 0.2 -0.2107
N -3.033 2.444 3.242 -0.1 -0.3 -0.1 -0.1893
N -2.726 2.554 -4.069 0.4 -0.2 -0.1 -0.2102
N 3.059 2.446 2.826 0.4 -0.6 -0.4 -0.1979
N 4.816 -2.658 -0.348 0.3 0.2 0.2 -0.1869
C -3.481 3.641 3.910 0.0 0.3 0.1 -0.0572
C 0.571 -1.973 -3.944 -0.1 0.4 -0.3 -0.3222
C -3.780 3.536 -4.137 -0.1 -0.5 -1.1 -0.0990
C -3.820 -2.412 0.787 0.4 0.9 0.1 -0.3400
C 3.889 1.718 1.859 -0.5 1.2 0.4 -0.0441
C -5.202 -1.963 2.740 -0.8 0.6 -0.9 -0.0685
C 3.941 -2.178 0.697 -0.9 -0.5 -0.1 -0.0474
C -3.824 1.347 3.201 0.2 0.6 -0.6 -0.3351
C 5.796 -1.877 -0.854 0.0 0.0 -0.4 -0.3492
C 4.569 -3.956 -0.917 0.0 -0.6 -0.9 -0.0554
C 1.824 -3.360 -5.547 0.2 0.1 -0.1 -0.0741
C -0.051 0.334 -0.373 0.7 1.0 -0.8 -0.6346
C -0.090 -0.405 0.957 -0.2 -0.3 0.8 -0.1374
C 3.003 -1.909 -3.940 0.0 0.2 -0.2 -0.0750
C 1.872 2.993 2.493 -0.2 0.4 0.1 -0.3292
C -1.641 2.396 2.843 0.2 0.8 -0.8 -0.0675
C -3.004 -3.040 3.010 -0.2 0.3 0.2 -0.0745
C -2.981 1.274 -4.507 0.2 0.3 1.2 -0.3408
C 3.650 2.662 4.114 -0.3 1.0 0.6 -0.0669
C -1.762 2.753 -2.995 -0.3 0.4 0.8 -0.0544
H 0.156 0.252 1.806 0.1 0.0 0.0 0.0351
H 4.268 -1.208 1.057 0.1 -0.1 0.2 0.0582
H -1.162 3.656 -3.146 -0.1 0.0 -0.3 0.0774
H 3.291 1.533 0.968 0.1 -0.2 -0.1 0.0773
H 3.596 -2.718 -3.501 -0.1 0.0 0.1 0.0649
H 5.835 -0.864 -0.421 -0.1 -0.1 0.3 0.1308
H -5.947 -2.755 2.876 0.2 -0.1 0.4 0.0887
H 2.755 -1.154 -3.195 0.2 -0.1 0.2 0.0865
H -1.085 -0.828 1.158 -0.1 0.2 -0.2 0.0454
H 3.652 1.743 4.700 0.3 0.0 0.1 0.0916
H -1.091 1.927 -2.758 -0.3 -0.4 -0.5 0.0734
H -5.045 -1.357 3.630 0.2 -0.3 0.2 0.0756
H 2.896 -2.076 0.376 0.2 0.2 -0.4 0.0890
H 4.720 2.395 1.644 0.2 -0.4 -0.4 0.0878
H 2.168 -4.334 -5.177 -0.3 -0.1 0.0 0.0825
H -1.452 1.814 1.938 -0.3 -0.7 0.4 0.0656
H -3.335 4.525 -4.063 -0.2 0.1 0.3 0.0803
H -4.597 3.340 -3.436 0.2 0.4 0.4 0.0873
H 0.582 -1.272 1.008 0.1 0.1 -0.3 0.0412
H -4.226 3.471 -5.136 0.0 0.1 0.1 0.0767
H 1.597 2.844 1.437 0.0 -0.2 0.0 0.1384
H 1.022 0.746 -0.488 0.3 -0.4 0.2 0.0662
H -2.639 -2.262 3.688 0.1 -0.1 0.0 0.0821
H -3.132 3.668 4.948 0.0 0.1 0.0 0.0919
H -0.519 1.366 -0.232 -0.5 -0.3 0.3 0.0663
H -5.657 -1.282 2.017 0.1 0.0 0.0 0.0854
H -3.439 -3.833 3.625 0.1 -0.1 -0.1 0.0808
H -2.359 2.926 -2.087 0.3 0.0 0.1 0.0898
H 2.557 -3.068 -6.309 -0.1 0.2 0.0 0.0787
H -1.356 3.375 2.447 0.0 0.2 0.5 0.0820
H 3.089 3.429 4.655 -0.4 -0.4 -0.1 0.0831
H 5.410 -4.311 -1.511 0.3 0.4 0.2 0.0851
H 3.646 -1.435 -4.692 -0.1 0.0 -0.1 0.0841
H 4.379 -4.733 -0.176 -0.2 0.3 0.2 0.0879
H -3.088 4.513 3.386 0.1 0.0 0.1 0.0846
H -3.960 1.189 -5.016 0.1 0.0 -0.4 0.1283
H -0.974 2.165 3.670 0.1 -0.2 -0.1 0.0855
H 0.689 -1.146 -3.222 -0.3 -0.2 0.3 0.1081
H -3.327 0.519 2.668 -0.1 -0.2 0.1 0.1366
H 3.755 -3.915 -1.648 -0.3 0.0 0.4 0.0810
H -2.164 -3.420 2.434 0.0 -0.1 0.0 0.0813
H -4.564 3.730 3.905 -0.1 -0.3 0.0 0.0802
H -2.852 -2.819 0.453 -0.1 -0.2 0.1 0.1357
H 3.864 -2.925 1.494 0.5 0.2 0.2 0.0885
H 4.626 3.156 4.053 0.3 -0.7 -0.3 0.0891
H 0.840 -3.418 -6.008 0.0 -0.3 0.1 0.0809
H 4.273 0.799 2.296 -0.1 -0.1 0.0 0.0735
```
Forces are in eV/Å.

## Properties
- net charge = -1
- energy relative to the best compared isomer or geometry (same formula, charge and spin) (kJ/mol) = 73.7
- E_tot (eV) = -44774.4645


> The lowest net charge belongs to which entry?

C20H47N6O7


> What is the net charge in the first record?

+4